(1)
{
  "formula": "C2H3O2P",
  "method": "wB97M-V/def2-TZVPD",
  "symbols": ["O", "C", "O", "C", "P", "H", "H", "H"],
  "positions_angstrom": [[2.183, -0.963, 0.495], [1.264, -0.633, -0.154], [0.926, -0.003, -1.224], [-0.209, -0.499, -0.238], [-1.423, 0.845, 0.271], [-0.680, -1.318, -0.792], [-1.495, 0.771, 1.655], [-0.565, 1.801, -0.012]],
  "lowdin_charge": [0.161, -0.593, 0.076, -0.320, 0.852, 0.087, -0.121, -0.144],
  "e_homo_ev": -9.710,
  "relative_energy_kj_mol": 214.8,
  "smiles": "O=C1O[C@@H]1P"
}

(2)
{
  "formula": "C36H37AuCl2NSb2",
  "method": "wB97M-V/def2-TZVPD",
  "symbols": ["Au", "C", "C", "C", "Sb", "C", "C", "C", "C", "C", "C", "C", "C", "C", "C", "C", "C", "Sb", "C", "C", "C", "C", "C", "C", "C", "C", "C", "C", "C", "C", "H", "H", "H", "H", "H", "H", "H", "H", "H", "H", "H", "H", "H", "H", "H", "H", "H", "H", "H", "H", "H", "H", "H", "H", "H", "H", "C", "C", "C", "C", "C", "C", "C", "C", "N", "H", "H", "H", "H", "H", "H", "H", "H", "H", "Cl", "C", "Cl", "H", "H"],
  "positions_angstrom": [[0.919, -1.244, -0.506], [-0.053, 2.242, -2.404], [-1.361, 2.182, -1.605], [-2.084, 0.863, -1.866], [-3.661, 0.216, -0.543], [-4.270, 2.115, 0.230], [-4.420, 3.238, -0.582], [-4.872, 4.442, -0.054], [-5.190, 4.532, 1.293], [-5.068, 3.415, 2.108], [-4.613, 2.213, 1.580], [-2.274, -0.257, 1.034], [-1.541, 0.712, 1.726], [-0.694, 0.353, 2.769], [-0.569, -0.981, 3.140], [-1.281, -1.955, 2.455], [-2.124, -1.594, 1.408], [1.429, 1.080, -1.420], [3.154, 1.497, -2.547], [4.373, 1.663, -1.895], [5.517, 1.929, -2.634], [5.445, 2.025, -4.017], [4.230, 1.860, -4.668], [3.081, 1.592, -3.934], [1.751, 2.256, 0.309], [1.713, 3.649, 0.241], [1.888, 4.411, 1.387], [2.115, 3.787, 2.609], [2.165, 2.403, 2.683], [1.974, 1.638, 1.539], [0.375, 3.243, -2.477], [-0.199, 1.862, -3.417], [-1.991, 3.026, -1.885], [-1.143, 2.307, -0.541], [-1.384, 0.029, -1.759], [-2.464, 0.822, -2.890], [-4.204, 3.180, -1.643], [-4.980, 5.307, -0.696], [-5.545, 5.468, 1.704], [-5.330, 3.478, 3.157], [-4.520, 1.351, 2.232], [-1.650, 1.761, 1.475], [-0.144, 1.119, 3.303], [0.063, -1.255, 3.977], [-1.200, -2.996, 2.751], [-2.687, -2.363, 0.890], [4.432, 1.606, -0.814], [6.464, 2.067, -2.129], [6.340, 2.230, -4.591], [4.175, 1.941, -5.745], [2.137, 1.468, -4.451], [1.562, 4.153, -0.707], [1.851, 5.491, 1.327], [2.255, 4.383, 3.501], [2.348, 1.916, 3.634], [1.998, 0.557, 1.608], [2.440, -2.765, 2.586], [1.770, -4.041, 2.211], [1.984, -5.207, 2.902], [1.336, -6.381, 2.509], [0.444, -6.438, 1.435], [0.173, -5.307, 0.706], [-0.788, -5.310, -0.432], [0.855, -4.062, 1.063], [0.649, -3.005, 0.378], [3.069, -2.896, 3.464], [1.694, -1.992, 2.785], [3.054, -2.404, 1.758], [2.658, -5.221, 3.749], [1.533, -7.290, 3.065], [-0.037, -7.374, 1.184], [-1.173, -6.310, -0.616], [-0.310, -4.927, -1.334], [-1.618, -4.633, -0.217], [-1.394, -2.312, -2.991], [-2.000, -3.524, -4.146], [-2.547, -2.794, -5.650], [-2.838, -4.031, -3.685], [-1.191, -4.206, -4.370]],
  "lowdin_charge": [0.556, -0.339, -0.363, -0.458, 1.448, -0.420, -0.144, -0.084, -0.085, -0.082, -0.146, -0.409, -0.128, -0.088, -0.106, -0.117, -0.168, 1.422, -0.388, -0.126, -0.074, -0.072, -0.075, -0.127, -0.381, -0.111, -0.068, -0.067, -0.092, -0.165, 0.060, 0.065, 0.094, 0.071, -0.072, 0.051, 0.092, 0.105, 0.105, 0.105, 0.096, 0.097, 0.096, 0.105, 0.105, 0.081, 0.097, 0.109, 0.110, 0.109, 0.095, 0.099, 0.110, 0.110, 0.110, 0.060, -0.032, -0.162, -0.018, 0.014, -0.018, -0.162, -0.030, -0.338, 0.015, 0.091, 0.049, 0.089, 0.123, 0.125, 0.123, 0.088, 0.078, 0.086, 0.492, -1.012, 0.537, 0.027, 0.025],
  "e_homo_ev": [-10.393, -10.394],
  "charge": 1
}

(3)
{
  "formula": "C5H6O",
  "method": "wB97M-V/def2-TZVPD",
  "symbols": ["C", "C", "C", "C", "H", "H", "H", "H", "C", "O", "H", "H"],
  "positions_angstrom": [[-1.361, -1.051, -1.816], [-1.197, -0.366, -0.836], [-1.017, 0.433, 0.341], [-0.443, 1.639, 0.335], [-1.521, -1.644, -2.690], [-1.380, 0.007, 1.274], [-0.343, 2.214, 1.250], [-0.065, 2.084, -0.582], [1.829, -0.828, 0.678], [2.407, -0.577, 1.705], [2.033, -0.286, -0.267], [1.058, -1.623, 0.608]],
  "lowdin_charge": [0.120, -0.170, -0.228, 0.020, 0.029, 0.108, 0.067, 0.073, -0.171, -0.011, 0.084, 0.079],
  "e_homo_ev": -9.640,
  "relative_energy_kj_mol": 297.0,
  "smiles": "C#CC=C.C=O"
}

(4)
{
  "formula": "C11H25FFeNO2P2",
  "method": "wB97M-V/def2-TZVPD",
  "symbols": ["C", "C", "N", "C", "C", "C", "C", "P", "Fe", "P", "C", "O", "O", "H", "H", "H", "C", "C", "H", "H", "H", "H", "C", "C", "H", "H", "H", "H", "H", "H", "H", "H", "H", "H", "H", "H", "H", "H", "H", "H", "H", "H", "F"],
  "positions_angstrom": [[-2.622, -1.677, 0.751], [-1.843, -0.531, 0.866], [-1.283, -0.039, -0.252], [-1.401, -0.578, -1.484], [-2.189, -1.711, -1.630], [-2.782, -2.262, -0.498], [-1.657, 0.256, 2.129], [-0.205, 1.435, 1.934], [-0.115, 1.314, -0.380], [1.027, 1.056, -2.454], [-0.787, 0.186, -2.604], [2.316, -3.607, 3.308], [1.374, -1.934, -0.223], [-3.091, -2.108, 1.633], [-2.323, -2.153, -2.616], [-3.365, -3.173, -0.583], [-0.909, 2.941, 2.679], [0.892, 0.758, 3.223], [-0.652, -0.483, -3.465], [-1.472, 0.998, -2.899], [-1.507, -0.408, 2.975], [-2.563, 0.863, 2.321], [0.801, 2.121, -3.909], [1.963, -0.425, -2.929], [1.994, 1.822, 1.052], [2.048, -2.068, 0.503], [2.654, -3.964, 4.164], [1.607, -4.232, 3.059], [1.545, 2.060, 0.456], [1.263, -2.867, -0.539], [-0.810, 2.917, 3.773], [-0.354, 3.799, 2.280], [-1.964, 3.047, 2.395], [0.615, 1.157, 4.211], [0.841, -0.341, 3.220], [1.911, 1.071, 2.969], [1.450, -0.975, -3.726], [2.962, -0.119, -3.266], [2.050, -1.075, -2.043], [1.037, 1.564, -4.823], [-0.242, 2.455, -3.953], [1.465, 2.991, -3.814], [2.321, 1.916, -1.815]],
  "lowdin_charge": [-0.056, -0.355, -0.129, -0.372, -0.046, -0.110, -0.259, 0.779, 0.435, 0.638, -0.297, -0.090, -0.096, 0.107, 0.109, 0.089, -0.272, -0.257, 0.068, 0.069, 0.081, 0.091, -0.220, -0.220, 0.051, 0.069, 0.053, 0.042, -0.026, 0.070, 0.039, 0.036, 0.041, 0.048, 0.048, 0.019, 0.044, 0.048, 0.016, 0.050, 0.035, 0.043, -0.410],
  "e_homo_ev": [-3.944, -6.685],
  "multiplicity": 6,
  "relative_energy_kj_mol": 0.0
}

(5)
{
  "formula": "C22H26AgN4O4PS3Se",
  "method": "wB97M-V/def2-TZVPD",
  "symbols": ["Ag", "O", "S", "O", "O", "O", "N", "C", "C", "N", "H", "H", "H", "H", "H", "H", "H", "H", "C", "N", "C", "Se", "N", "C", "C", "C", "C", "C", "C", "H", "H", "H", "H", "H", "H", "H", "H", "S", "P", "S", "C", "C", "C", "C", "C", "C", "C", "C", "C", "C", "C", "C", "H", "H", "H", "H", "H", "H", "H", "H", "H", "H"],
  "positions_angstrom": [[0.039, -0.571, -1.009], [-0.189, 3.163, -2.493], [0.067, 1.890, -1.827], [0.239, 0.789, -2.810], [1.278, 1.960, -0.975], [-1.109, 1.489, -0.950], [0.700, 0.400, 1.291], [1.992, 0.106, 1.872], [2.968, -0.152, 0.726], [2.449, -1.201, -0.133], [0.818, 1.153, 0.602], [0.037, 0.726, 1.984], [1.905, -0.794, 2.497], [2.389, 0.933, 2.495], [3.968, -0.398, 1.138], [3.015, 0.758, 0.126], [2.385, -2.081, 0.370], [3.051, -1.345, -0.937], [0.574, 6.071, -0.438], [-0.148, 6.119, 0.803], [-0.769, 5.010, 1.354], [-0.844, 3.369, 0.513], [-1.363, 5.477, 2.522], [-1.114, 6.806, 2.702], [-1.480, 7.706, 3.686], [-1.025, 9.021, 3.561], [-0.237, 9.412, 2.496], [0.128, 8.516, 1.493], [-0.322, 7.209, 1.600], [0.251, 5.188, -1.002], [1.649, 5.981, -0.256], [0.365, 6.977, -1.011], [-1.911, 4.872, 3.108], [-2.085, 7.399, 4.526], [-1.292, 9.751, 4.313], [0.104, 10.438, 2.438], [0.738, 8.831, 0.660], [2.092, -4.346, -0.729], [0.132, -4.147, -0.802], [-0.851, -2.647, 0.077], [-0.438, -5.675, 0.045], [-0.335, -6.917, -0.569], [-0.490, -8.072, 0.175], [-0.752, -7.992, 1.535], [-0.882, -6.753, 2.144], [-0.730, -5.600, 1.399], [-0.484, -4.435, -2.504], [0.385, -4.642, -3.567], [-0.119, -4.949, -4.817], [-1.487, -5.055, -5.006], [-2.357, -4.819, -3.951], [-1.858, -4.511, -2.701], [-0.102, -6.967, -1.625], [-0.385, -9.037, -0.304], [-0.848, -8.900, 2.117], [-1.085, -6.686, 3.206], [-0.819, -4.616, 1.840], [1.452, -4.580, -3.404], [0.557, -5.106, -5.648], [-1.878, -5.320, -5.979], [-3.427, -4.877, -4.109], [-2.512, -4.327, -1.860]],
  "lowdin_charge": [0.536, -0.423, 0.114, -0.463, -0.485, -0.659, -0.051, -0.296, -0.299, -0.050, -0.028, 0.050, 0.098, 0.098, 0.095, 0.090, -0.030, 0.059, -0.036, -0.103, -0.658, 0.916, 0.096, -0.202, -0.039, -0.139, -0.135, -0.025, -0.175, 0.043, 0.101, 0.087, 0.140, 0.097, 0.085, 0.087, 0.098, 0.189, 0.008, 0.232, -0.402, -0.103, -0.109, -0.122, -0.104, -0.127, -0.385, -0.111, -0.101, -0.113, -0.098, -0.103, 0.103, 0.090, 0.085, 0.092, 0.053, 0.060, 0.093, 0.088, 0.094, 0.094],
  "e_homo_ev": -1.670,
  "charge": -2
}

(6)
{
  "formula": "C4H8NO2",
  "method": "wB97M-V/def2-TZVPD",
  "symbols": ["C", "C", "C", "C", "N", "O", "O", "H", "H", "H", "H", "H", "H", "H", "H"],
  "positions_angstrom": [[2.612, -0.165, 0.391], [1.441, 0.432, 0.596], [0.341, 0.553, -0.368], [-0.876, 1.288, 0.050], [-1.087, -1.468, 0.083], [3.657, -0.526, 0.190], [0.614, 0.039, -1.499], [1.310, 0.649, 1.722], [-1.403, 0.967, 1.039], [-1.759, 1.214, -0.579], [-0.585, 2.320, 0.500], [-1.732, -1.253, -0.645], [-1.704, -1.796, 0.788], [-0.658, -2.377, -0.212], [-0.170, 0.122, -2.055]],
  "lowdin_charge": [-0.100, 0.009, -0.350, -0.025, 0.051, 0.336, 0.188, 0.184, 0.142, 0.092, 0.149, 0.032, 0.043, 0.088, 0.161],
  "e_homo_ev": -14.539,
  "charge": 1,
  "relative_energy_kj_mol": 215.6
}

(7)
{
  "formula": "C13H19F3N4O8SSiW",
  "method": "wB97M-V/def2-TZVPD",
  "symbols": ["W", "C", "C", "C", "C", "C", "C", "N", "N", "Si", "C", "C", "C", "H", "H", "H", "H", "H", "H", "H", "H", "H", "H", "H", "H", "H", "H", "H", "O", "C", "O", "C", "O", "O", "F", "C", "F", "F", "S", "O", "O", "O", "N", "C", "N", "O", "H", "H", "H", "H"],
  "positions_angstrom": [[0.096, -0.989, 0.354], [-3.547, -1.533, 1.250], [-3.116, -0.229, 0.666], [-3.956, 0.864, 0.588], [-3.487, 2.068, 0.062], [-2.196, 2.187, -0.404], [-1.398, 1.045, -0.349], [-1.868, -0.102, 0.172], [-0.075, 0.872, -0.688], [0.367, 0.927, -2.424], [-0.382, -0.534, -3.330], [2.210, 1.157, -2.596], [-0.444, 2.450, -3.170], [-4.630, -1.552, 1.351], [-3.097, -1.672, 2.234], [-3.228, -2.361, 0.619], [-4.970, 0.776, 0.951], [-4.150, 2.923, 0.026], [-1.798, 3.113, -0.790], [-0.728, -1.326, -2.665], [0.344, -0.995, -4.003], [-1.232, -0.196, -3.927], [2.786, 0.627, -1.843], [2.451, 2.220, -2.522], [2.534, 0.813, -3.581], [-1.527, 2.447, -3.047], [-0.244, 2.442, -4.246], [-0.052, 3.387, -2.769], [-0.320, -4.781, 0.239], [-0.572, -3.664, 0.554], [-0.844, -2.626, -0.265], [-0.625, -3.153, 2.020], [-0.683, -3.859, 2.981], [-0.624, -1.823, 2.044], [4.283, -1.117, 2.935], [4.741, -1.397, 1.730], [5.419, -0.376, 1.233], [5.462, -2.496, 1.732], [2.523, -1.637, -0.090], [1.744, -2.417, 0.970], [2.204, -0.217, 0.434], [1.384, -1.616, -1.190], [1.370, 2.305, 1.419], [1.036, 1.303, 2.243], [1.591, 1.221, 3.463], [0.128, 0.480, 1.946], [2.252, 2.773, 1.544], [1.058, 2.138, 0.463], [2.403, 1.758, 3.706], [1.406, 0.373, 3.973]],
  "lowdin_charge": [1.914, -0.001, -0.262, -0.021, -0.036, -0.010, -0.429, 0.022, -0.189, 0.447, -0.158, -0.159, -0.183, 0.086, 0.093, 0.086, 0.113, 0.114, 0.110, 0.014, 0.040, 0.033, -0.001, 0.032, 0.041, 0.022, 0.039, 0.031, 0.171, -0.513, -0.199, -0.528, 0.152, -0.192, 0.141, -0.482, 0.137, 0.156, 0.779, -0.463, -0.540, -0.550, 0.203, -0.603, 0.218, -0.124, 0.119, 0.080, 0.117, 0.131],
  "e_homo_ev": [-8.545, -9.157],
  "multiplicity": 3,
  "relative_energy_kj_mol": 166.3
}

(8)
{
  "formula": "CH2F3O2P",
  "method": "wB97M-V/def2-TZVPD",
  "symbols": ["O", "P", "O", "C", "F", "F", "F", "H", "H"],
  "positions_angstrom": [[-0.291, 0.526, 2.088], [0.267, 1.192, 0.730], [0.728, -0.328, -0.145], [-0.059, -0.638, -1.175], [0.235, -1.827, -1.599], [0.186, 0.256, -2.155], [-1.386, -0.697, -0.913], [-1.231, 0.368, 1.902], [1.551, 1.149, 1.267]],
  "lowdin_charge": [-0.330, 0.952, -0.200, -0.870, 0.193, 0.121, 0.118, 0.048, -0.031],
  "e_homo_ev": -10.649,
  "relative_energy_kj_mol": 16.8,
  "smiles": "OPOC(F)(F)F"
}

| no. | largest force on an atom (eV Å⁻¹) |
| --- | --- |
| 1 | 3.13 |
| 2 | 0.66 |
| 3 | 0.54 |
| 4 | 3.59 |
| 5 | 2.65 |
| 6 | 4.97 |
| 7 | 1.37 |
| 8 | 2.41 |